No. 1
A molecular structure, C3HO2Tl, computed with wB97M-V/def2-TZVPD.

**2S+1**: 2
**HOMO-LUMO gap (alpha / beta)**: 7.8168 / 7.3552 eV
**Energy above the lowest of the compared OMol25 structures with the same formula, charge and spin**: 204.2 kJ/mol
**E_HOMO (alpha / beta)**: -13.161 / -12.702 eV
**Total charge**: +1
**⟨S²⟩**: 0.775
**Calculated total energy**: -437.41700 Eh

```
7
Properties=species:S:1:pos:R:3:forces:R:3
C -1.331 2.288 -0.054 0.1 -0.1 -0.1
H -2.077 2.621 0.655 0.4 -0.2 -0.4
C -0.505 1.853 -0.823 -1.5 0.6 1.4
O 0.937 1.321 -2.307 -0.2 0.7 -5.4
C 1.105 1.351 -3.497 2.5 -1.9 6.1
Tl 2.383 1.118 -6.889 0.2 0.0 -0.6
O 1.763 1.101 -4.436 -1.5 0.9 -1.0
```
Forces are in eV/Å.

No. 2
2 unconnected molecules or ions with the total composition C3HO3, computed with wB97M-V/def2-TZVPD.

**HOMO-LUMO gap**: 8.1576 eV
**Energy above the lowest of the compared OMol25 structures with the same formula, charge and spin**: 328.9 kJ/mol
**E_HOMO**: -3.953 eV
**Total charge**: -1
**Calculated total energy**: -340.55727 Eh

```
7
Properties=species:S:1:pos:R:3:forces:R:3
C 0.209 0.183 0.181 0.3 0.1 0.2
C -0.881 0.725 0.819 0.1 -0.2 0.0
C 0.741 -0.583 -0.776 0.3 -3.8 1.2
O 1.383 -0.557 -1.786 0.1 0.5 -0.6
O -1.792 0.690 1.591 -0.4 0.1 0.1
O -0.315 1.647 0.020 -0.4 0.7 0.0
H 0.655 -2.104 -0.049 -0.1 2.6 -1.1
```
Forces are in eV/Å.

No. 3
2 unconnected molecules or ions with the total composition C3HO3S, computed with wB97M-V/def2-TZVPD.

**HOMO-LUMO gap**: 6.9667 eV
**Energy above the lowest of the compared OMol25 structures with the same formula, charge and spin**: 129.8 kJ/mol
**E_HOMO**: -3.241 eV
**Total charge**: -1
**Calculated total energy**: -738.83867 Eh

```
8
Properties=species:S:1:pos:R:3:forces:R:3
C 0.977 0.883 0.506 -0.7 2.0 -0.8
C -1.504 -0.492 -0.461 1.8 0.9 1.0
C 0.480 -0.391 0.206 -0.3 -0.9 3.6
O -1.232 -0.685 -1.573 -0.5 -0.9 -3.0
O 0.940 2.046 0.867 0.2 -2.2 0.1
O -2.239 -0.221 0.414 -1.1 -0.1 1.3
S 1.796 0.048 -0.940 1.2 0.2 -1.1
H 0.782 -1.190 0.981 -0.7 1.0 -1.1
```
Forces are in eV/Å.

No. 4
A molecular structure, C3HO3Sr, computed with wB97M-V/def2-TZVPD.

**2S+1**: 2
**HOMO-LUMO gap (alpha / beta)**: 5.6457 / 6.7732 eV
**Energy above the lowest of the compared OMol25 structures with the same formula, charge and spin**: 187.5 kJ/mol
**E_HOMO (alpha / beta)**: -5.845 / -7.404 eV
**Total charge**: 0
**⟨S²⟩**: 0.760
**Calculated total energy**: -371.15306 Eh

```
8
Properties=species:S:1:pos:R:3:forces:R:3
C 0.336 -1.047 -0.355 -0.7 0.8 1.5
C -0.652 -0.842 0.566 0.4 -0.3 -0.9
O 1.550 -1.558 -0.043 0.5 -0.5 -0.3
H 1.614 -1.805 0.889 -0.2 0.1 0.0
O 0.201 -0.602 -1.558 -0.9 0.1 -1.2
Sr -1.576 -0.250 -3.122 0.8 -0.2 0.8
O -0.667 3.007 2.373 -0.1 0.1 -1.2
C -0.804 3.097 1.251 0.1 -0.1 1.2
```
Forces are in eV/Å.

No. 5
A gas-phase ion, C3IO2 (charge -1), computed with wB97M-V/def2-TZVPD.

**HOMO-LUMO gap**: 6.9746 eV
**Energy above the lowest of the compared OMol25 structures with the same formula, charge and spin**: 158.3 kJ/mol
**SMILES**: O=C([O-])C#CI
**E_HOMO**: -4.477 eV
**Total charge**: -1
**Calculated total energy**: -562.48737 Eh

```
6
Properties=species:S:1:pos:R:3:forces:R:3
C 1.301 0.084 0.050 1.1 0.5 0.3
C -1.337 -0.213 -0.182 -1.7 0.2 0.1
C -0.134 -0.097 -0.196 -1.6 0.1 0.0
O 1.678 1.273 0.097 -0.1 -0.3 -0.1
O 1.909 -0.977 0.241 0.5 -0.4 0.0
I -3.418 -0.070 -0.010 1.9 -0.2 -0.2
```
Forces are in eV/Å.

No. 6
C3N2O in the gas phase, computed with wB97M-V/def2-TZVPD.

**HOMO-LUMO gap**: 8.8221 eV
**Energy above the lowest of the compared OMol25 structures with the same formula, charge and spin**: 312.4 kJ/mol
**E_HOMO**: -11.285 eV
**Total charge**: 0
**Calculated total energy**: -298.89768 Eh

```
6
Properties=species:S:1:pos:R:3:forces:R:3
O -0.416 0.402 0.269 0.0 -0.2 0.0
C 0.377 -0.327 -0.526 0.1 0.1 0.2
C -1.707 0.171 0.109 -1.1 -0.2 0.0
N -2.844 -0.031 0.061 1.1 0.3 0.0
C 1.730 -0.092 -0.088 1.0 -0.1 0.2
N 2.862 -0.121 0.174 -1.0 0.1 -0.3
```
Forces are in eV/Å.

No. 7
A gas-phase ion, C3N2O4 (charge -2), computed with wB97M-V/def2-TZVPD.

**HOMO-LUMO gap**: 7.1259 eV
**Energy above the lowest of the compared OMol25 structures with the same formula, charge and spin**: 32.3 kJ/mol
**E_HOMO**: 0.063 eV
**Total charge**: -2
**Calculated total energy**: -524.74594 Eh

```
9
Properties=species:S:1:pos:R:3:forces:R:3
C 1.362 -0.388 -0.658 -0.5 -0.3 0.7
C -1.406 -0.082 -0.397 -1.7 1.0 0.9
C 0.089 0.247 -0.067 0.0 0.7 3.6
N 0.188 0.662 1.244 -0.7 1.9 3.1
N 0.131 1.137 2.378 0.6 -3.0 -7.1
O 1.227 -0.938 -1.757 -0.1 0.0 -0.9
O -1.979 0.569 -1.331 1.2 -1.2 0.9
O 2.353 -0.394 0.097 0.7 0.4 0.2
O -1.966 -0.813 0.492 0.7 0.5 -1.6
```
Forces are in eV/Å.

No. 8
C3N4O4 in the gas phase, computed with wB97M-V/def2-TZVPD.

**HOMO-LUMO gap (alpha / beta)**: 8.7371 / 8.7371 eV
**Energy above the lowest of the compared OMol25 structures with the same formula, charge and spin**: 21.9 kJ/mol
**SMILES**: N#CC(C#N)=[N+]([O-])O[N+](=O)[O-]
**E_HOMO (alpha / beta)**: -10.846 / -10.845 eV
**Total charge**: 0
**Calculated total energy**: -634.00375 Eh

```
11
Properties=species:S:1:pos:R:3:forces:R:3
C 0.670 -1.356 -0.049 0.3 0.2 0.1
C -1.569 -1.231 -0.980 0.0 0.2 0.1
C -0.411 -0.572 -0.491 -0.7 -0.5 -1.2
N 1.549 -2.009 0.289 0.3 -0.2 0.2
N -2.500 -1.749 -1.397 -0.4 -0.3 -0.1
N 0.945 1.168 1.275 -0.6 -0.2 -0.2
N -0.342 0.725 -0.704 0.1 0.1 0.7
O -0.003 0.713 1.788 -0.9 -0.2 0.9
O 1.970 1.548 1.658 1.3 0.6 0.1
O -1.154 1.471 -1.181 0.1 -0.1 0.0
O 0.845 1.291 -0.207 0.5 0.3 -0.7
```
Forces are in eV/Å.

No. 9
A molecular structure, C3N5O24Zr3, computed with wB97M-V/def2-TZVPD.

**HOMO-LUMO gap**: 2.4373 eV
**Energy above the lowest of the compared OMol25 structures with the same formula, charge and spin**: 448.8 kJ/mol
**E_HOMO**: -10.625 eV
**Total charge**: +1
**Calculated total energy**: -2333.59690 Eh

```
35
Properties=species:S:1:pos:R:3:forces:R:3
Zr -2.410 1.060 1.999 1.6 -0.5 -7.3
Zr 3.732 1.326 -0.616 -2.0 0.8 1.8
Zr 0.723 -2.753 -1.656 3.4 6.0 2.7
C -3.982 -0.232 -0.767 -5.1 0.2 -4.0
O -4.837 -1.123 -0.524 1.1 0.4 -0.2
O -3.973 0.532 -1.756 0.9 -1.2 1.1
O -3.237 0.013 0.229 4.5 2.9 7.6
C 3.216 -1.977 -0.684 -5.8 4.7 -1.4
O 3.620 -0.768 -0.515 3.3 -1.3 0.2
O 2.154 -2.275 -0.037 -3.0 -2.3 5.2
O 2.888 -2.421 -1.826 1.7 -2.3 -6.1
C -1.354 -1.552 3.936 2.8 4.6 -3.3
O -0.584 -1.549 4.929 0.0 -1.8 1.4
O -1.633 -0.517 3.279 -2.7 -0.9 0.5
O -0.681 -2.572 3.564 -0.5 -1.6 1.1
N -1.828 -3.412 1.080 -0.6 -2.4 -0.8
O -1.438 -4.338 1.796 0.1 0.7 0.8
O -2.988 -3.115 0.932 0.3 0.7 0.3
O -0.922 -2.853 0.341 2.0 1.0 -2.4
N 0.486 0.244 0.243 0.9 -1.6 -1.9
O 0.265 -0.549 -0.689 -0.7 -1.9 -2.2
O -0.466 0.460 0.989 0.3 0.7 1.9
O 1.642 0.667 0.300 -1.0 1.5 1.4
N 1.015 -1.029 -4.692 -0.4 1.9 -7.5
O 1.815 -1.605 -5.417 1.1 -1.8 2.7
O 0.862 -1.302 -3.438 -0.9 -2.0 3.4
O 0.354 -0.170 -5.342 -0.5 -0.6 4.2
N 3.202 4.245 1.019 0.3 4.4 2.1
O 2.244 4.995 1.072 0.1 -0.6 -0.3
O 4.321 4.635 1.439 -1.2 -2.4 -1.4
O 2.928 3.060 0.584 1.8 -3.3 -1.7
N -1.215 3.741 0.037 -3.0 1.7 -3.5
O -1.600 3.243 -1.020 1.0 -0.6 0.2
O -1.301 2.960 1.066 -0.9 -2.5 4.2
O -1.018 4.931 0.146 0.9 -0.9 1.2
```
Forces are in eV/Å.

No. 10
2 unconnected molecules or ions with the total composition C3N6O, computed with wB97M-V/def2-TZVPD.

**2S+1**: 3
**HOMO-LUMO gap (alpha / beta)**: 6.5797 / 7.7448 eV
**Energy above the lowest of the compared OMol25 structures with the same formula, charge and spin**: 11.4 kJ/mol
**E_HOMO (alpha / beta)**: -8.084 / -11.084 eV
**Total charge**: 0
**⟨S²⟩**: 2.026
**Calculated total energy**: -517.80415 Eh

```
10
Properties=species:S:1:pos:R:3:forces:R:3
C 0.188 -1.786 -1.001 -0.1 0.6 2.1
C 0.384 -0.850 1.180 -0.4 -2.1 0.2
C -0.258 1.052 0.262 -2.9 0.9 0.4
N 0.009 -1.938 -2.104 -0.2 -0.4 -3.3
N 0.272 -1.686 0.289 0.7 0.3 1.3
N 1.443 1.768 -1.240 -1.7 -0.2 0.4
N -1.384 1.772 0.728 1.3 4.5 1.9
N -1.583 0.603 0.314 -0.7 -4.8 -1.7
N 0.474 1.517 -0.694 3.6 0.6 -1.6
O 0.456 -0.451 2.265 0.4 0.6 0.2
```
Forces are in eV/Å.